Arrangement a

{"formula": "C6H15NS", "method": "the ωB97M-V functional and the def2-TZVPD basis", "gap_ev": 9.69, "mol_weight_g_mol": 133.26, "smiles": "CCN[C@H](C)CCS", "elements": ["C", "N", "C", "C", "C", "S", "C", "C", "H", "H", "H", "H", "H", "H", "H", "H", "H", "H", "H", "H", "H", "H", "H"], "coordinates": [[0.582, -0.420, 2.098], [0.284, -1.516, 1.083], [-0.758, -1.017, 0.149], [-0.201, -0.117, -1.019], [0.086, 1.325, -0.636], [-0.182, 2.454, -2.126], [-1.462, -2.237, -0.390], [1.854, -0.865, 2.903], [0.592, 0.686, 1.805], [-0.315, -0.564, 2.725], [1.198, -1.881, 0.718], [-1.593, -0.629, 0.721], [0.715, -0.685, -1.227], [-0.902, -0.130, -1.874], [-0.417, 1.632, 0.202], [1.204, 1.351, -0.543], [-1.488, 2.256, -2.172], [-1.128, -2.399, -1.340], [-1.392, -3.101, 0.239], [-2.522, -1.971, -0.620], [1.786, -0.607, 3.926], [2.665, -0.603, 2.292], [1.914, -2.022, 2.958]]}


Arrangement b

{"formula": "C6H15NS", "method": "the ωB97M-V functional and the def2-TZVPD basis", "gap_ev": 9.19, "mol_weight_g_mol": 133.26, "smiles": "CCN(C)CCCS", "elements": ["C", "C", "S", "C", "N", "C", "C", "C", "H", "H", "H", "H", "H", "H", "H", "H", "H", "H", "H", "H", "H", "H", "H"], "coordinates": [[-0.520, -1.113, 0.409], [-1.909, -1.276, -0.175], [-1.854, -2.000, -1.851], [0.281, 0.036, -0.230], [0.971, 0.844, 0.768], [1.369, 2.133, 0.269], [1.651, 3.153, 1.374], [2.046, 0.137, 1.464], [0.042, -2.049, 0.360], [-0.621, -0.932, 1.484], [-2.501, -1.946, 0.445], [-2.412, -0.311, -0.202], [-3.039, -1.545, -2.258], [1.046, -0.467, -0.840], [-0.317, 0.674, -0.873], [2.223, 2.102, -0.380], [0.573, 2.543, -0.355], [0.767, 3.706, 1.622], [2.076, 2.707, 2.267], [2.306, 3.949, 1.004], [1.754, 0.038, 2.512], [2.168, -0.880, 1.092], [2.979, 0.694, 1.400]]}


Name the most stable of them. arrangement b.


Arrangement a

{"formula": "C6H15NS", "method": "the ωB97M-V functional and the def2-TZVPD basis", "gap_ev": 9.52, "mol_weight_g_mol": 133.26, "smiles": "CC(C)CNCCS", "elements": ["C", "C", "S", "N", "C", "C", "C", "C", "H", "H", "H", "H", "H", "H", "H", "H", "H", "H", "H", "H", "H", "H", "H"], "coordinates": [[0.258, -2.012, 0.224], [-0.299, -2.847, 1.372], [0.929, -3.239, 2.677], [-0.043, -0.605, 0.403], [-0.382, 0.199, -0.748], [-0.518, 1.679, -0.373], [-0.934, 2.439, -1.626], [0.843, 2.192, 0.125], [1.336, -2.149, 0.096], [-0.209, -2.346, -0.677], [-0.733, -3.786, 1.043], [-1.069, -2.316, 1.920], [1.932, -3.664, 1.898], [0.576, -0.195, 1.082], [-1.301, -0.214, -1.176], [0.387, 0.142, -1.539], [-1.231, 1.751, 0.447], [-0.086, 2.644, -2.273], [-1.423, 3.396, -1.455], [-1.587, 1.842, -2.265], [0.898, 3.278, 0.007], [0.950, 2.060, 1.206], [1.706, 1.753, -0.368]]}


Arrangement b

{"formula": "C6H15NS", "method": "the ωB97M-V functional and the def2-TZVPD basis", "gap_ev": 5.06, "mol_weight_g_mol": 133.26, "elements": ["C", "C", "C", "S", "C", "N", "C", "C", "H", "H", "H", "H", "H", "H", "H", "H", "H", "H", "H", "H", "H", "H", "H"], "coordinates": [[0.534, -0.210, -1.413], [1.799, -0.352, -0.576], [1.912, -1.704, 0.134], [0.103, -2.916, 2.104], [-0.743, -0.278, -0.588], [-1.009, 0.939, 0.138], [-1.097, 0.899, 1.581], [-1.700, 2.031, -0.505], [0.495, -0.927, -2.238], [0.587, 0.783, -1.865], [2.709, -0.297, -1.176], [1.909, 0.387, 0.220], [1.873, -2.553, -0.546], [1.219, -1.936, 0.986], [2.846, -1.726, 0.702], [-0.651, -1.072, 0.158], [-1.636, -0.585, -1.154], [-1.225, -0.126, 1.951], [-0.202, 1.287, 2.077], [-2.006, 1.373, 1.961], [-1.104, 2.422, -1.333], [-1.902, 2.808, 0.231], [-2.712, 1.754, -0.849]]}


Name the most stable of them. arrangement a.


Arrangement a

{"formula": "C2H9NO2", "method": "the ωB97M-V functional and the def2-TZVPD basis", "gap_ev": 9.95, "mol_weight_g_mol": 79.10, "smiles": "NCCO.O", "elements": ["C", "O", "C", "N", "H", "H", "H", "H", "H", "H", "H", "H", "H", "O"], "coordinates": [[0.216, 0.015, -0.607], [-0.555, -0.903, 0.195], [-0.646, 1.212, -1.136], [-1.334, 1.737, 0.088], [0.978, -0.431, -1.218], [0.846, 0.482, 0.278], [-1.246, -1.271, -0.380], [-1.541, 0.876, -1.727], [-0.200, 2.144, -1.542], [-1.889, 1.171, 0.613], [-0.854, 2.100, 0.906], [2.667, -2.512, 2.064], [1.690, -1.936, 0.968], [1.867, -2.683, 1.497]]}


Arrangement b

{"formula": "C2H9NO2", "method": "the ωB97M-V functional and the def2-TZVPD basis", "gap_ev": 9.09, "mol_weight_g_mol": 79.10, "smiles": "CNCO.O", "elements": ["C", "N", "C", "O", "H", "H", "H", "H", "H", "H", "H", "H", "H", "O"], "coordinates": [[0.652, -1.735, -0.523], [1.712, -1.190, 0.277], [2.267, 0.129, 0.021], [1.477, 0.908, -0.845], [0.881, -1.665, -1.588], [0.426, -2.761, -0.244], [-0.292, -1.156, -0.462], [1.729, -1.447, 1.246], [3.238, 0.033, -0.473], [2.383, 0.611, 0.950], [0.657, 1.140, -0.396], [-4.698, 3.041, 0.851], [-5.330, 1.706, 0.914], [-5.102, 2.385, 0.271]]}


Arrangement c

{"formula": "C2H9NO2", "method": "the ωB97M-V functional and the def2-TZVPD basis", "gap_ev": 9.95, "mol_weight_g_mol": 79.10, "smiles": "CNCO.O", "elements": ["C", "N", "C", "O", "H", "H", "H", "H", "H", "H", "H", "H", "H", "O"], "coordinates": [[0.298, -1.507, 1.678], [0.177, -0.114, 1.299], [0.216, 0.402, -0.157], [1.327, 1.199, -0.372], [1.048, -1.735, 2.430], [0.703, -1.978, 0.679], [-0.828, -1.825, 1.954], [-0.586, 0.342, 1.746], [0.071, -0.335, -0.901], [-0.519, 0.976, -0.607], [2.115, 1.020, 0.253], [-2.112, 1.221, -2.533], [-0.639, 1.401, -2.507], [-1.270, 0.933, -2.964]]}


Name the most stable of them. arrangement b.


Arrangement a

{"formula": "C3H7N2O", "method": "the ωB97M-V functional and the def2-TZVPD basis", "gap_ev": 10.65, "charge": 1, "mol_weight_g_mol": 87.10, "elements": ["C", "C", "N", "C", "N", "H", "H", "H", "H", "H", "H", "H", "O"], "coordinates": [[-0.332, -1.706, 0.309], [-1.326, -1.222, 1.126], [-1.201, 0.162, 1.226], [-0.083, 0.496, 0.561], [0.533, -0.602, 0.163], [-0.446, -2.318, -0.574], [-1.804, -1.796, 1.914], [-1.775, 0.949, 1.494], [0.179, 1.513, 0.307], [1.319, -0.615, -0.477], [0.934, 1.950, -2.804], [2.399, 2.248, -3.001], [1.765, 1.969, -2.325]]}


Arrangement b

{"formula": "C3H7N2O", "method": "the ωB97M-V functional and the def2-TZVPD basis", "gap_ev": [9.25, 9.25], "charge": 1, "mol_weight_g_mol": 87.10, "elements": ["C", "C", "C", "N", "N", "O", "H", "H", "H", "H", "H", "H", "H"], "coordinates": [[1.336, 0.706, 0.122], [0.410, 0.858, 1.065], [-0.687, -0.748, -0.279], [1.123, -0.005, -1.006], [-0.894, 0.092, 0.865], [-1.460, -0.542, -1.408], [2.262, 1.309, 0.379], [0.407, 1.703, 1.815], [-0.352, -1.833, -0.260], [1.740, -0.772, -1.212], [-1.104, -0.651, 1.534], [-1.597, 0.704, 0.680], [-1.184, -0.820, -2.295]]}


Name the most stable of them. arrangement a.